[1]
{"formula": "C4H9N2O", "method": "ωB97M-V/def2-TZVPD", "homo_lumo_gap_ev": 9.259, "e_tot_ev": -9309.08526, "total_charge": 1, "homo_energy_ev": -14.8, "symbols": ["C", "C", "C", "C", "N", "N", "O", "H", "H", "H", "H", "H", "H", "H", "H", "H"], "positions_angstrom": [[-1.2748, -0.1406, 1.1578], [0.0485, 0.7638, 0.8973], [0.2040, 0.4701, -2.8673], [0.8349, 0.2141, -0.2996], [0.3123, 0.7967, -1.6179], [1.0718, -1.0433, -0.5044], [-0.9699, 0.2078, -2.4949], [-1.6988, 0.2571, 2.1681], [-0.9481, -1.2050, 1.3666], [-0.2937, 1.8001, 0.7532], [0.8296, 0.5708, -3.7549], [0.7161, 0.8666, 1.7157], [1.7517, 0.7881, -0.5507], [-1.9271, -0.0445, 0.3913], [0.2766, -1.5770, -0.3895], [1.9245, -1.3788, -0.9456]], "atomic_forces_ev_per_a": [[4.0, 0.4, 4.9], [-2.3, -0.8, -1.2], [0.7, 1.0, 1.4], [0.9, 4.2, -0.6], [-0.8, 2.0, -1.5], [1.9, -3.1, 0.7], [-0.8, -0.7, -0.7], [0.4, -0.8, -2.0], [-0.6, 1.1, -0.4], [0.2, -0.4, -0.6], [-0.4, -0.4, -0.2], [0.6, -0.6, 0.9], [0.3, 0.3, 1.0], [-2.2, 0.2, -2.3], [-1.2, -2.3, 0.3], [-0.7, 0.0, 0.2]], "nbo_charge": [-0.6128, -0.4259, 0.5317, 0.1461, -0.0702, -0.7981, -0.2722, 0.2546, 0.2138, 0.2435, 0.2540, 0.2485, 0.2552, 0.2093, 0.4002, 0.4224]}



[2]
{"formula": "C4H9N2O", "method": "ωB97M-V/def2-TZVPD", "homo_lumo_gap_ev": 10.324, "e_tot_ev": -9309.66575, "total_charge": 1, "homo_energy_ev": -14.4, "symbols": ["C", "C", "C", "C", "N", "N", "O", "H", "H", "H", "H", "H", "H", "H", "H", "H"], "positions_angstrom": [[0.2495, 1.8613, 0.5858], [-0.8135, -0.5695, 0.9503], [0.5527, -1.4512, -0.9213], [-0.6442, -0.7609, -0.2772], [1.3763, 1.8792, 0.8448], [-0.7858, 2.2109, -0.0380], [2.5228, 1.8880, 1.4162], [-0.1575, -1.0120, 1.7353], [-1.7885, -0.2923, 1.2941], [3.0965, 1.2637, 1.0417], [1.3588, -0.8227, -1.2555], [0.1765, -2.0581, -1.8169], [0.9256, -2.2025, -0.2803], [-1.4265, -0.6233, -1.1083], [-1.4525, 1.5286, -0.2845], [-0.7501, 3.0320, -0.5499]], "atomic_forces_ev_per_a": [[3.0, 0.0, 0.6], [-0.9, -0.5, 5.6], [-1.7, -0.9, -1.4], [0.9, -1.6, -7.4], [-0.5, -0.7, -0.6], [-1.7, -0.4, 0.1], [-1.0, 2.1, 2.4], [-0.2, 0.7, -0.7], [-0.4, 0.5, 0.4], [1.4, -1.8, -1.5], [0.2, 0.5, -0.2], [0.6, 1.1, 1.0], [0.7, -0.7, 1.0], [0.7, 0.5, 1.7], [-1.0, -0.8, -0.1], [0.0, 2.0, -1.1]], "nbo_charge": [0.6831, -0.4742, -0.6675, -0.1649, 0.0203, -0.7641, -0.3902, 0.2274, 0.2198, 0.5179, 0.2191, 0.2414, 0.2286, 0.2117, 0.4519, 0.4396]}



[3]
{"formula": "C4H9N2O", "method": "ωB97M-V/def2-TZVPD", "homo_lumo_gap_ev": 9.853, "e_tot_ev": -9308.48664, "total_charge": 1, "homo_energy_ev": -14.6, "symbols": ["C", "C", "C", "C", "N", "N", "O", "H", "H", "H", "H", "H", "H", "H", "H", "H"], "positions_angstrom": [[-0.3065, -1.8788, -0.9345], [-0.1605, -1.8632, 0.5114], [-0.8951, 2.2577, 0.2632], [1.1590, 0.2157, -0.1581], [2.3363, 0.1996, -0.0279], [-0.0086, -0.5978, -0.1539], [3.3800, 0.7123, -0.0411], [0.4509, -2.2213, -1.6271], [-1.2428, -1.6783, -1.3447], [-0.9214, -1.8880, 1.3275], [0.8248, -2.1561, 0.9401], [-1.6557, 1.4790, 0.2898], [-0.7814, 2.4074, 1.3117], [-1.4176, 3.0847, -0.2255], [0.0301, 1.8841, -0.1807], [-0.7916, 0.0428, 0.0497]], "atomic_forces_ev_per_a": [[0.4, 1.0, 0.1], [1.5, -1.4, 3.1], [-1.0, -0.5, -0.1], [-1.0, -2.2, 0.0], [-1.2, 1.6, -0.6], [0.9, 2.2, 0.0], [1.9, -0.6, 0.4], [0.2, 0.0, 0.3], [-1.6, -0.5, -0.7], [0.2, -0.2, -1.3], [-0.9, -0.2, -0.6], [-0.4, -0.4, -0.4], [0.5, 0.7, 0.8], [0.7, 0.0, 0.0], [-0.3, 0.8, -0.2], [0.0, -0.3, -0.7]], "nbo_charge": [-0.1570, -0.2238, -0.8413, 0.2175, 0.2492, -0.4199, -0.2232, 0.2719, 0.2437, 0.2719, 0.2562, 0.1696, 0.2382, 0.2641, 0.1997, 0.4832]}



[4]
{"formula": "C4H9N2O", "method": "ωB97M-V/def2-TZVPD", "homo_lumo_gap_ev": [5.374, 9.728], "multiplicity": 3, "e_tot_ev": -9309.62539, "total_charge": 1, "homo_energy_ev": [-9.1, -15.7], "symbols": ["C", "C", "C", "C", "N", "N", "O", "H", "H", "H", "H", "H", "H", "H", "H", "H"], "positions_angstrom": [[-0.6303, 2.0467, 0.0308], [1.5731, 0.8033, 0.4223], [0.6306, 0.3314, -0.3803], [2.9645, 0.3921, 0.2354], [-0.6825, 0.8367, -0.2872], [-3.1193, -0.2346, -0.1944], [-0.8477, 3.1454, 0.3010], [1.4654, 1.6201, 1.1369], [0.9271, -0.4920, -1.0907], [3.5006, 0.9639, -0.4992], [2.9699, -0.6194, -0.0243], [3.6849, 0.5829, 1.1160], [-2.0577, 0.2802, -0.2259], [-3.0030, -1.0560, 0.4685], [-3.4211, -0.6590, -1.0792], [-3.8383, 0.3260, 0.2533]], "atomic_forces_ev_per_a": [[-1.4, 1.9, 0.1], [6.7, 4.3, 5.6], [-5.7, -5.2, -5.7], [1.1, 1.2, 2.2], [2.2, -0.6, -0.5], [1.3, -1.6, 1.5], [0.2, -0.1, 0.4], [-0.6, -0.2, -0.2], [-1.2, 0.8, 0.9], [0.1, 0.3, -1.2], [0.5, -1.8, -0.6], [-1.5, -0.5, -0.9], [-1.3, -0.7, -0.5], [0.0, 1.1, -0.9], [0.0, 0.6, 0.2], [-0.2, 0.3, -0.4]], "nbo_charge": [0.8602, -0.1706, -0.0003, -0.6797, -0.6473, -0.9275, -0.3769, 0.2061, 0.2158, 0.2601, 0.2228, 0.2553, 0.4610, 0.4371, 0.4450, 0.4391]}



[5]
{"formula": "C4H9N2O2", "method": "ωB97M-V/def2-TZVPD", "homo_lumo_gap_ev": 5.624, "e_tot_ev": -11362.73556, "total_charge": -1, "homo_energy_ev": -3.8, "symbols": ["O", "C", "N", "C", "O", "C", "N", "C", "H", "H", "H", "H", "H", "H", "H", "H", "H"], "positions_angstrom": [[0.1158, 1.4587, 2.9075], [0.1396, -0.4980, 0.7080], [1.0570, -0.8102, 0.0587], [2.3554, 0.3046, -0.4370], [2.5778, 0.2687, -1.6631], [-1.2420, 0.3410, 0.1121], [-2.1363, -0.3372, -0.5865], [-1.5617, -1.1661, -1.6186], [0.2737, -0.2339, 1.8006], [1.9337, 1.2151, 0.0230], [3.1793, -0.0840, 0.1919], [-1.6352, 0.6411, 1.0829], [-0.6769, 1.0810, -0.4513], [-0.8953, -0.6214, -2.2959], [-1.1760, -2.1203, -1.2424], [-2.3976, -1.4796, -2.2618], [0.0885, 2.0405, 3.6719]], "atomic_forces_ev_per_a": [[0.0, -0.6, -0.8], [1.9, -0.4, 2.0], [-0.5, -1.9, -0.5], [3.1, 1.9, -1.8], [-0.6, 0.0, 0.3], [-3.3, 1.7, -0.3], [1.2, -2.3, 1.2], [-1.7, 1.1, -1.8], [-1.3, 0.7, 0.4], [-0.5, -0.2, 0.0], [-0.6, -0.6, 0.5], [0.2, 0.9, -0.2], [0.9, 0.0, 0.3], [0.6, -0.3, 0.2], [0.5, 0.4, 0.4], [0.1, 0.0, 0.0], [0.1, -0.2, 0.1]], "nbo_charge": [-1.3426, 0.1013, -0.2726, 0.1966, -0.6949, -0.2281, -0.3825, -0.4696, 0.3800, 0.1330, 0.1163, 0.2490, 0.2136, 0.1830, 0.2130, 0.1872, 0.4174]}



[6]
{"formula": "C4H9N2O2", "method": "ωB97M-V/def2-TZVPD", "homo_lumo_gap_ev": 6.048, "e_tot_ev": -11369.32801, "total_charge": -1, "homo_energy_ev": -2.5, "symbols": ["C", "C", "C", "O", "N", "C", "N", "O", "H", "H", "H", "H", "H", "H", "H", "H", "H"], "positions_angstrom": [[-0.8405, 0.4848, -0.0141], [-0.2156, -0.6728, 0.7848], [-0.2456, -0.4797, 2.3380], [0.3924, -1.4905, 2.9651], [0.1874, 1.2739, -0.7676], [0.8967, 0.8068, -1.8159], [0.5437, -0.4606, -2.2240], [1.7623, 1.4540, -2.3955], [-1.4166, -0.0049, -0.8006], [-1.3645, 1.2217, 0.5975], [-0.8093, -1.5868, 0.6440], [0.8461, -0.8333, 0.6047], [0.2660, 0.5083, 2.5192], [-1.3058, -0.3954, 2.6677], [-0.0331, 2.2505, -0.7114], [1.1621, -0.9580, -2.8410], [0.1744, -1.1179, -1.5509]], "atomic_forces_ev_per_a": [[1.8, -0.8, -1.3], [-0.9, 0.4, 1.3], [1.1, -0.7, 0.3], [-0.2, 0.2, -0.2], [-1.3, 0.0, 1.5], [0.5, 0.1, -0.4], [-0.2, -1.2, 0.0], [-0.2, 0.1, -0.2], [-1.0, 0.5, 0.2], [-0.3, -0.4, 0.0], [0.4, 0.0, -0.3], [-0.1, -0.1, -0.4], [-0.4, 0.2, -0.1], [-0.3, 0.4, -0.2], [0.9, 0.3, -0.4], [0.4, 0.6, -0.1], [-0.1, 0.4, 0.2]], "nbo_charge": [-0.2364, -0.4906, 0.0008, -0.9587, -0.6272, 0.7727, -0.8603, -0.6862, 0.1733, 0.1999, 0.1862, 0.2147, 0.0666, 0.0719, 0.3915, 0.3857, 0.3963]}



Calculated strongest force on any atom in order - 6.3, 7.6, 3.7, 9.7, 4.0, 2.3 eV/Å